# 1
{
  "formula": "C15H29NO8",
  "method": "ωB97M-V/def2-TZVPD",
  "relative_energy_kj_mol": 296.6,
  "homo_energy_ev": -9.62,
  "smiles": "O=C1NC(=O)c2cc(CCO)ccc21.CO.CO.CO.CO.CO",
  "total_energy_ev": -33892.9100,
  "lumo_ev": -0.13,
  "homo_lumo_gap_ev": 9.4975,
  "symbols": ["O", "H", "H", "C", "C", "O", "C", "H", "C", "H", "C", "H", "H", "H", "H", "H", "H", "C", "O", "H", "H", "C", "C", "H", "O", "C", "H", "O", "H", "H", "C", "H", "C", "C", "C", "C", "H", "O", "H", "H", "H", "H", "H", "H", "N", "H", "C", "H", "H", "O", "H", "O", "H"],
  "xyz": [[4.8798, 0.5837, -0.7432], [-0.0450, 1.2863, 0.7938], [-2.9464, 4.8409, 1.3713], [4.8112, -0.2886, 0.0635], [-0.5581, -0.2416, 1.8384], [-2.7142, 3.3134, -0.0307], [-0.6002, 1.4257, -2.9137], [-0.2656, -2.4854, -2.4401], [3.6013, -1.0418, 0.4809], [2.8168, -4.2134, -2.4990], [2.2548, -0.7279, 0.3739], [-1.2920, 4.2130, 1.2000], [1.3323, -2.4119, -2.5495], [-0.3280, 2.4009, -3.3248], [-0.7239, -2.2300, 0.9605], [-0.5518, 1.9530, -1.0556], [-5.4951, 6.0645, 2.3817], [3.1188, -3.1822, 1.5021], [-0.6998, -1.8458, -3.0207], [0.2466, -0.1136, 2.5680], [-2.0001, 5.2186, -0.0809], [-5.7314, 5.0568, 2.7336], [5.5096, -2.2650, 1.0126], [3.4646, -4.1157, 1.9237], [-5.1398, 4.8023, 4.0027], [-2.0867, -1.8514, -2.7083], [1.3077, -4.6205, -3.3534], [-0.8643, 0.9938, 1.2057], [-2.5332, -2.8348, -2.8805], [-5.4975, 5.4325, 4.6332], [1.7677, -2.8696, 1.4085], [-2.8890, 2.6289, 0.6233], [-0.1446, -1.3223, 0.8031], [1.3214, -1.6510, 0.8560], [4.0281, -2.2383, 1.0394], [1.7348, -4.3176, -2.3945], [1.5273, -5.0894, -1.6573], [1.1438, -3.1117, -1.9145], [-5.3138, 4.3350, 2.0358], [-0.1354, 0.6452, -3.5088], [-2.5841, -1.1284, -3.3506], [-2.2512, -1.5632, -1.6652], [1.0288, -3.5783, 1.7610], [-6.8160, 4.9263, 2.7629], [5.9755, -0.8889, 0.7332], [5.9621, -0.4511, 1.6585], [-2.2126, 4.4527, 0.6609], [-1.4374, -0.5675, 2.3878], [-1.6849, 1.3042, -2.9498], [-0.1251, 1.2641, -1.5787], [1.9420, 0.2034, -0.0829], [6.2441, -3.1952, 1.1091], [-0.3518, -0.9031, -0.1821]],
  "nbo_charge": [-0.490, 0.466, 0.165, 0.659, -0.055, -0.736, -0.247, 0.481, -0.068, 0.177, -0.217, 0.164, 0.487, 0.162, 0.213, 0.473, 0.162, -0.166, -0.770, 0.164, 0.180, -0.249, 0.674, 0.233, -0.722, -0.248, 0.174, -0.722, 0.161, 0.463, -0.190, 0.477, -0.477, 0.049, -0.179, -0.249, 0.186, -0.735, 0.182, 0.197, 0.180, 0.161, 0.215, 0.164, -0.693, 0.387, -0.249, 0.184, 0.165, -0.749, 0.238, -0.494, 0.259]
}

***

# 2
{
  "formula": "C15H29OSTb",
  "method": "ωB97M-V/def2-TZVPD",
  "spin_multiplicity": 7,
  "relative_energy_kj_mol": 21.0,
  "s2": 12.768,
  "charge": 2,
  "homo_energy_ev": [-15.27, -15.26],
  "total_energy_ev": -51327.7899,
  "lumo_ev": [-7.57, -6.89],
  "homo_lumo_gap_ev": [7.6962, 8.3702],
  "symbols": ["C", "C", "H", "H", "H", "O", "H", "Tb", "H", "H", "H", "H", "H", "H", "H", "H", "H", "C", "H", "H", "H", "C", "H", "H", "C", "H", "C", "C", "C", "C", "S", "H", "C", "H", "H", "H", "C", "H", "H", "C", "H", "H", "H", "C", "C", "C", "H"],
  "xyz": [[-0.6147, -1.5001, -1.7601], [1.5702, -1.9520, 1.2860], [0.6595, -2.0254, 0.6666], [2.1861, -2.7870, 3.2331], [3.2414, -2.1991, -0.2304], [1.2851, 2.4319, -0.6605], [-2.4281, 2.0859, 0.0369], [0.6399, 0.3695, -0.7570], [1.0387, 0.5109, -3.9362], [-0.8698, 3.1911, 0.8390], [3.0551, 3.8382, 2.1729], [-0.4508, 2.3814, -3.1707], [3.6046, 2.6830, 0.9038], [-1.2272, -2.6883, 0.7451], [2.3354, 2.2046, 2.1243], [0.6406, -1.9376, 3.3078], [-2.3016, -1.4072, 1.2703], [0.0269, 3.3933, 1.4542], [-2.8522, -2.5750, 0.0591], [0.7296, -3.5320, 2.5539], [0.5789, -2.9392, -2.7989], [-1.4361, -1.0852, -0.6650], [2.4736, -3.6976, 0.2577], [-3.7857, 1.0027, -0.2707], [-2.7232, 1.0374, 0.0200], [-1.0847, -3.4904, -2.4012], [0.3377, -0.3468, -3.9198], [-1.8044, 0.2762, -0.8657], [2.7501, 3.0149, 1.5103], [-1.4017, 2.0433, -2.7420], [1.4579, 3.6180, 0.3623], [-2.6593, 0.6599, 1.0445], [-1.9848, -1.9800, 0.3942], [0.1863, 2.5790, 2.1861], [1.8039, -0.8714, 1.3780], [-2.1564, 1.9985, -3.5423], [-0.2102, -2.9127, -2.0325], [-0.0866, 4.3477, 1.9928], [-0.3410, -0.2527, -4.7870], [2.7489, -2.6945, 0.6213], [3.5560, -2.8477, 1.3512], [-1.7220, 2.7839, -2.0032], [0.1820, -3.4222, -1.1321], [1.2601, -2.5758, 2.6818], [-1.2371, 0.7102, -2.1135], [-0.4736, -0.3811, -2.6633], [0.9228, -1.2739, -4.0298]],
  "mulliken_charge": [0.975, 1.943, -1.043, 0.404, 0.313, -0.529, 0.299, 1.055, 0.310, 0.035, 0.397, 0.294, 0.346, 0.277, 0.257, 0.358, 0.364, -0.609, 0.327, 0.370, 0.389, 0.376, 0.352, 0.331, -1.528, 0.322, -1.383, 0.367, -0.822, -1.373, 0.449, 0.357, -1.393, 0.327, -0.314, 0.372, -1.567, 0.445, 0.363, -1.342, 0.408, 0.346, 0.279, -1.381, 0.803, 0.318, 0.356]
}

***

# 3
{
  "formula": "C15H30ClHfO15",
  "method": "ωB97M-V/def2-TZVPD",
  "spin_multiplicity": 2,
  "s2": 0.755,
  "charge": 4,
  "homo_energy_ev": [-21.65, -21.65],
  "total_energy_ev": -60535.6668,
  "lumo_ev": [-15.96, -18.02],
  "homo_lumo_gap_ev": [5.6937, 3.6272],
  "symbols": ["O", "H", "H", "C", "H", "H", "C", "C", "C", "O", "C", "H", "H", "O", "H", "H", "O", "O", "H", "O", "O", "H", "C", "O", "H", "C", "C", "O", "H", "O", "H", "O", "C", "O", "H", "C", "O", "C", "O", "C", "H", "H", "Hf", "H", "H", "Cl", "H", "H", "H", "H", "H", "O", "C", "H", "C", "H", "H", "H", "H", "H", "H", "C"],
  "xyz": [[0.6105, -1.9848, -0.6659], [-3.2974, 1.6408, 3.0069], [1.6920, -4.9933, -3.0064], [-2.4720, 1.0011, 3.3191], [1.0240, 4.9650, 3.4166], [2.2636, 6.3427, -1.2942], [1.8426, -4.4607, 1.3897], [-3.3627, -2.7410, 2.2760], [2.4000, 3.4461, -4.0258], [-2.5741, -2.0028, 1.3639], [-4.4663, -1.0980, -1.5909], [-4.5773, -0.6929, -0.5851], [-5.4503, -1.4233, -1.9285], [1.1949, -3.3531, 0.9106], [-3.3950, -4.4634, -3.0066], [1.4406, 2.9289, -4.0234], [1.2136, -4.2286, -1.2186], [2.6024, 4.0542, -2.8403], [4.3580, 2.7350, 2.1342], [2.3163, 4.2666, -0.6203], [-2.6884, -0.2656, 2.6755], [-0.7306, 4.8027, 3.8041], [2.7919, 5.5663, -0.7410], [-3.6633, -2.2414, -1.7717], [-1.5028, 1.4565, 3.1157], [-2.4357, -4.4363, -2.4897], [-2.3308, -2.0302, -1.9160], [-1.7756, -3.1993, -2.3613], [-4.1928, -2.2869, 2.8172], [-1.2212, -0.2484, 0.9734], [-2.6251, -3.0660, 3.0097], [1.2753, 2.5343, -1.6494], [-2.1083, -0.7316, 1.6612], [0.7126, 1.7235, 0.9388], [0.6506, -3.5697, -3.0643], [1.5377, -3.9956, -2.5954], [2.3218, 2.9018, 2.1921], [2.0572, 3.5631, -1.6546], [-1.6355, -1.0620, -1.6986], [0.1807, 4.2810, 3.5120], [1.3453, -5.3692, 1.0498], [-2.5066, -4.8717, -1.4930], [0.2445, 0.3465, -1.0197], [-3.7757, -3.6544, 1.8480], [3.4764, 2.2777, 0.7587], [3.0362, 0.0029, -0.8697], [0.5411, 3.5877, 4.2720], [2.9365, 5.8930, 0.2888], [2.4538, -3.4264, -2.7534], [1.6349, -4.5110, 2.4585], [3.3387, 1.1520, 2.1512], [0.0339, 3.5215, 2.2908], [1.0126, 2.6567, 1.7383], [2.9203, -4.5182, 1.2372], [0.9286, -3.1253, -0.3285], [3.1747, 2.7337, -4.3094], [-1.8089, -4.8903, -3.2572], [3.8337, 5.6161, -1.0576], [2.3594, 4.2070, -4.8053], [-4.0903, -0.2811, -2.2069], [-2.5286, 0.8268, 4.3936], [3.4586, 2.1912, 1.8451]],
  "nbo_charge": [-0.781, 0.234, 0.263, -0.271, 0.223, 0.259, -0.298, -0.290, -0.275, -0.498, -0.281, 0.202, 0.259, -0.419, 0.239, 0.174, -0.459, -0.418, 0.280, -0.429, -0.424, 0.261, -0.315, -0.423, 0.191, -0.275, 1.089, -0.486, 0.234, -0.772, 0.204, -0.828, 1.074, -0.775, 0.199, -0.275, -0.444, 1.084, -0.781, -0.266, 0.231, 0.216, 2.810, 0.238, 0.175, 0.137, 0.211, 0.234, 0.201, 0.239, 0.214, -0.462, 1.097, 0.236, 1.086, 0.217, 0.232, 0.239, 0.261, 0.190, 0.251, -0.237]
}